No. 1
C22H40N2ReSSi4 | wB97M-V/def2-TZVPD

```
70
Properties=species:S:1:pos:R:3:forces:R:3:mulliken_spin:R:1
Re 0.132560 0.489191 0.287663 0.0780 0.2132 0.1901 1.195
C 3.088670 -0.564652 2.352587 -0.0700 -0.0317 -0.0413 0.002
Si 1.506732 0.408907 2.488866 -0.1079 0.0311 0.0084 -0.032
C 0.353651 -0.360988 3.743912 0.0615 -0.0046 -0.0288 0.002
C 1.840812 2.188941 2.987313 0.0352 -0.0553 -0.0293 0.012
C 1.654879 0.346157 -0.624543 0.1418 -0.0235 -0.1999 -0.203
Si 2.571417 -1.026228 -1.689544 0.0426 0.0002 -0.0349 0.002
C 4.282488 -0.411634 -2.089114 -0.0520 -0.0105 0.0302 -0.001
C 1.474325 -1.175435 -3.184859 -0.0182 0.0163 0.0160 -0.005
C 2.643376 -2.595972 -0.707118 -0.0389 0.0224 0.0826 0.001
Si 2.023210 2.226032 -1.034763 -0.0485 0.1331 0.0146 -0.011
C 3.708295 2.654046 -0.396382 -0.0531 -0.0410 0.0178 -0.002
C 1.729839 2.547559 -2.836993 0.0212 -0.0828 0.0596 -0.004
C 0.700805 3.226321 -0.046202 0.0541 -0.0827 -0.0324 0.042
C 0.644036 4.607637 0.017689 0.0050 0.0003 0.0023 -0.012
C -0.347427 5.225073 0.769725 0.0036 0.0095 0.0083 0.032
C -1.280898 4.450704 1.447114 0.0062 0.0013 0.0044 -0.006
C -1.197766 3.079040 1.352119 0.0072 0.0019 0.0003 0.043
N -0.230267 2.498711 0.626001 0.0039 -0.0094 -0.0268 -0.048
H 3.609835 -0.546946 3.312530 -0.0031 0.0058 0.0208 0.000
H 3.760961 -0.155229 1.596370 0.0065 0.0083 -0.0097 0.000
H 2.889928 -1.609796 2.107446 0.0061 0.0344 0.0112 0.001
H 0.801921 -0.249807 4.735265 0.0010 0.0018 0.0104 -0.001
H 0.211577 -1.427265 3.562977 -0.0081 0.0046 0.0035 0.000
H -0.630295 0.110537 3.777377 -0.0085 0.0177 -0.0164 -0.001
H 2.484541 2.162311 3.870836 -0.0017 -0.0018 0.0173 0.002
H 0.929147 2.717335 3.271780 -0.0174 -0.0291 -0.0020 0.000
H 2.358710 2.783152 2.234973 0.0145 0.0008 -0.0146 -0.003
H 4.299273 0.513618 -2.665408 -0.0126 0.0111 -0.0257 0.000
H 4.781432 -1.172120 -2.695151 -0.0116 -0.0201 -0.0105 0.000
H 4.886015 -0.277647 -1.189825 -0.0013 0.0096 0.0126 0.000
H 1.471203 -0.271731 -3.795355 -0.0056 -0.0018 -0.0022 0.000
H 0.443661 -1.407848 -2.907060 0.0165 -0.0089 0.0184 0.001
H 1.837070 -1.994429 -3.810591 0.0135 0.0047 -0.0112 0.000
H 3.384337 -2.544562 0.090723 0.0026 -0.0010 -0.0203 0.000
H 2.940017 -3.404096 -1.380195 0.0187 -0.0020 -0.0191 0.000
H 1.680299 -2.872405 -0.275633 0.0179 -0.0065 -0.0198 -0.002
H 4.483741 2.162828 -0.981948 -0.0006 -0.0078 -0.0371 0.000
H 3.839501 2.369329 0.646916 0.0019 0.0063 0.0115 0.000
H 3.866673 3.732019 -0.480279 -0.0197 0.0152 0.0113 0.000
H 2.453614 2.017867 -3.457068 0.0190 -0.0064 -0.0128 0.000
H 1.836373 3.613582 -3.050114 0.0023 0.0166 0.0233 0.001
H 0.728913 2.236851 -3.140459 -0.0078 0.0114 0.0007 0.002
H 1.378217 5.201149 -0.511073 0.0044 0.0119 -0.0062 0.000
H -0.392109 6.304255 0.832332 0.0053 0.0074 -0.0077 0.000
H -2.060043 4.902950 2.043387 -0.0097 -0.0050 0.0023 0.000
H -1.892616 2.418693 1.855684 -0.0135 0.0077 0.0062 0.001
C -3.557989 -3.621406 1.830211 -0.0237 -0.0195 -0.0452 0.000
Si -3.696789 -3.452670 -0.022227 0.0193 0.0067 0.0269 0.001
C -2.401654 -4.444986 -0.927557 -0.0414 0.0027 -0.0006 0.000
C -5.411308 -3.837683 -0.630717 0.0305 -0.0144 0.0174 0.000
C -3.370954 -1.601466 -0.438727 -0.0587 0.0109 -0.0507 0.001
C -4.325414 -0.796366 -1.078301 0.0034 -0.0388 0.0204 0.001
C -4.087796 0.537829 -1.386088 0.0278 0.0482 -0.0082 -0.001
C -2.870879 1.091807 -1.046278 -0.0090 -0.0101 -0.0292 -0.010
N -1.943632 0.351347 -0.429721 -0.0809 0.1026 -0.0383 -0.003
C -2.195889 -0.938695 -0.151940 0.1221 -0.1417 0.0710 0.019
S -0.728627 -1.586223 0.657703 -0.0815 -0.1502 0.0437 -0.016
H -3.760893 -4.655620 2.116763 0.0033 -0.0050 0.0071 0.000
H -4.287734 -2.991835 2.342477 -0.0056 0.0063 -0.0033 0.000
H -2.565635 -3.370291 2.208525 0.0076 0.0001 -0.0095 -0.001
H -2.570415 -5.509537 -0.751663 0.0000 -0.0082 0.0040 0.000
H -1.384386 -4.223118 -0.600437 0.0049 0.0157 0.0183 0.000
H -2.457816 -4.279871 -2.005217 -0.0033 0.0046 -0.0038 0.000
H -5.635020 -4.885257 -0.418144 0.0006 -0.0079 0.0015 0.000
H -5.513997 -3.703590 -1.709107 0.0111 0.0064 -0.0104 0.000
H -6.177919 -3.242618 -0.131145 0.0047 0.0168 0.0102 0.000
H -5.283381 -1.226189 -1.344657 -0.0004 -0.0099 0.0000 0.000
H -4.834885 1.138349 -1.884295 -0.0027 0.0056 -0.0006 0.000
H -2.617632 2.122115 -1.261374 -0.0089 0.0069 0.0039 0.002
```
Forces are in eV/Å.

Properties
**Total charge**: +2
**Kohn-Sham gap (alpha / beta)**: 0.2840 / 0.2542 Ha
**LUMO level (alpha / beta)**: -7.037 / -7.870 eV
**2S+1**: 2
**Expectation value of S²**: 0.762
**ΔE to the lowest compared entry with this formula, charge and spin**: 1.32 kcal/mol

---

No. 2
C22H41BEuN6O3SSi | wB97M-V/def2-TZVPD

```
76
Properties=species:S:1:pos:R:3:forces:R:3:mulliken_spin:R:1
H -0.532155 -3.507033 1.673844 0.5092 -0.4023 -0.1232 -0.002
N 1.453583 -3.488040 0.936612 0.0246 -0.8180 0.2841 -0.012
B 3.857908 -4.116363 0.270565 -0.0108 0.7760 0.0522 0.002
N 2.458091 -4.450062 0.869620 -1.2151 0.3048 0.3469 0.003
C 1.998155 -5.612708 1.398611 -0.6035 0.8290 -0.1477 0.001
Eu 1.176092 -1.080703 0.103320 2.2339 -0.1114 0.5660 6.329
H 2.605734 -6.515447 1.449030 -0.1009 0.4792 -0.0986 0.000
C 0.674517 -5.414009 1.808863 0.6178 0.0460 -0.1506 -0.001
H 0.009771 -6.123945 2.251699 -0.0838 -0.2342 0.1373 0.000
C 0.392205 -4.081528 1.510115 0.4303 0.2348 -0.2984 0.000
H 4.591126 -5.070843 0.270140 -0.1849 0.0410 -0.0337 0.000
C 2.450904 1.157011 -0.123831 -1.2122 -0.7127 -0.0259 0.183
H 1.597061 1.848948 0.011580 1.5377 -0.3296 -0.6878 -0.064
H 2.595507 0.950719 -1.216271 0.0908 -0.0627 0.2507 0.033
H 3.382603 1.367505 0.387105 0.1292 0.4414 -0.4931 0.010
N 4.477291 -2.960733 1.117436 -1.1333 1.1864 0.1529 0.004
N 3.621015 -3.584942 -1.187413 -0.8874 1.0315 -0.3349 0.002
N 3.744201 -1.778453 1.298992 0.0606 -0.9340 -0.6573 -0.015
N 2.746011 -2.513636 -1.384746 0.4525 -0.4053 -0.6132 -0.007
C 5.651557 -2.844927 1.755817 0.1230 0.6948 0.3163 0.000
C 4.123989 -3.970336 -2.379541 -0.3889 0.3847 -0.2544 -0.001
H 6.392099 -3.632127 1.759007 -0.1941 -0.0280 -0.0886 0.000
H 4.829750 -4.798054 -2.492467 -0.3699 0.4092 0.3313 0.000
C 5.717226 -1.586481 2.353171 -0.2457 -0.4971 -0.3898 0.010
C 3.582043 -3.161337 -3.383262 -0.0994 0.0225 0.9765 0.001
C 4.503668 -0.973311 2.016523 -0.0705 0.3517 0.1726 0.024
C 2.738991 -2.267255 -2.703989 0.2545 -0.4158 0.2981 -0.011
H 6.502368 -1.162017 2.938400 0.3260 0.0008 0.1403 0.001
H 3.748873 -3.202834 -4.434517 0.1724 -0.0873 -0.3591 0.000
H 4.134984 0.037707 2.255519 0.2630 -0.7391 -0.0844 -0.023
H 2.128540 -1.456238 -3.118769 0.2665 -0.4125 0.2236 0.001
H 1.983965 1.214166 1.544587 -0.3849 -1.5560 0.3735 0.722
C 0.335926 3.693219 -1.057106 -0.2130 0.2524 -0.3680 0.009
C -0.274175 3.232207 0.254675 0.1763 0.0417 -0.0609 -0.053
C 0.676965 3.560991 1.397611 -0.0042 0.1611 0.4011 0.084
C -1.580269 3.954864 0.486063 -0.5356 0.4696 0.0688 0.006
O -0.465312 1.780882 0.198014 0.8999 0.2094 0.1121 -0.223
Si -1.699067 0.980807 -0.494275 -1.7116 2.2025 0.2395 0.064
S -1.343960 -0.951361 -0.953641 1.2135 -1.3981 0.0110 -0.013
O -2.922709 1.204399 0.607592 0.0822 -0.5090 -0.0215 0.000
C -3.131955 0.707272 1.945857 -0.1564 0.1895 -0.3467 0.027
C -2.232230 -0.484423 2.277063 -0.1174 -0.4291 0.2166 -0.090
C -2.886623 1.828724 2.954385 -0.0104 0.0872 0.2277 -0.009
C -4.621513 0.360224 1.976552 -0.1279 -0.2125 0.0686 0.000
O -2.115728 1.889591 -1.826944 0.3909 -0.6168 0.8066 -0.001
C -3.170431 1.688616 -2.763099 -0.0810 -0.0581 -0.1354 0.000
C -3.033685 0.316748 -3.426760 -0.2856 -0.1683 -0.2603 -0.001
C -4.511076 1.802993 -2.035674 -0.2946 0.1013 -0.3923 0.000
C -2.985345 2.803910 -3.806325 -0.2051 -0.0861 0.1082 0.000
H 0.496666 4.773222 -1.010443 0.0217 -0.0389 -0.0275 0.000
H -0.339429 3.481849 -1.890162 0.0895 -0.0003 0.1185 -0.004
H 1.289226 3.210922 -1.234444 0.1268 0.0289 -0.1179 0.000
H 0.921626 4.627082 1.374885 -0.1763 -0.0414 -0.0327 0.007
H 0.240678 3.337542 2.374545 -0.0762 -0.0293 -0.0881 -0.024
H 1.619571 3.028987 1.336212 0.0200 0.0409 0.0076 -0.047
H -2.284067 3.809036 -0.335878 0.0544 -0.1336 0.1310 0.002
H -2.048953 3.671295 1.427348 0.0376 -0.0685 -0.1818 -0.003
H -1.389172 5.030190 0.544056 0.1448 -0.0423 -0.0181 -0.002
H -1.168172 -0.192916 2.302674 -0.2601 0.0824 -0.0221 0.071
H -2.483296 -0.883036 3.273338 0.0522 0.2090 -0.2519 0.002
H -2.351760 -1.296446 1.550104 -0.0591 0.2310 0.1728 -0.002
H -3.551685 2.675971 2.729363 0.3107 -0.1754 0.0640 0.000
H -3.131023 1.473484 3.969340 0.0811 0.0785 -0.3224 0.000
H -1.837182 2.156533 2.956510 -0.3032 -0.0748 -0.0651 0.007
H -5.182847 1.275006 1.719137 0.1473 -0.4229 0.1145 0.000
H -4.857111 -0.415262 1.228855 0.1002 0.2413 0.2938 0.000
H -4.931793 0.013517 2.976434 0.0626 0.0966 -0.3503 0.000
H -3.226641 -0.506583 -2.724411 0.0642 0.3580 -0.2196 0.000
H -3.767412 0.218017 -4.242141 0.2540 0.1112 0.1424 0.000
H -2.019539 0.194470 -3.830330 -0.2699 -0.0011 0.0523 0.000
H -4.597931 2.783418 -1.544878 0.0284 -0.3141 -0.0587 0.000
H -5.317306 1.710780 -2.778283 0.0925 0.0652 0.2118 0.000
H -4.645030 1.006249 -1.290396 0.1519 0.2840 -0.1835 0.000
H -3.083967 3.788725 -3.317006 0.0753 -0.3617 -0.2324 0.000
H -1.981734 2.719989 -4.256173 -0.3926 0.0658 0.1520 0.000
H -3.748202 2.715598 -4.597994 0.2951 0.0870 0.2548 0.000
```
Forces are in eV/Å.

Properties
**Total charge**: 0
**Kohn-Sham gap (alpha / beta)**: 0.1735 / 0.3003 Ha
**LUMO level (alpha / beta)**: -1.967 / -0.392 eV
**2S+1**: 8
**Expectation value of S²**: 15.769
**ΔE to the lowest compared entry with this formula, charge and spin**: 0.00 kcal/mol

---

No. 3
C22H41BIN7O4P | wB97M-V/def2-TZVPD

```
77
Properties=species:S:1:pos:R:3:forces:R:3:mulliken_charge:R:1
C 5.851811 -5.223790 3.381787 0.5477 0.9394 0.3411 -1.045
C 5.469371 -3.681713 3.191289 0.6423 -1.0727 -0.8010 -0.508
C 4.265117 -3.506648 2.172905 0.6665 1.6870 0.3320 0.764
C 4.717436 -2.400508 1.093657 -1.3498 -0.2229 0.7717 -1.726
C 2.962285 -2.973215 2.807022 1.0864 -2.1647 -0.8599 -0.424
N 2.682382 -1.826057 3.461287 -0.1046 -3.0805 -1.5016 0.308
N 1.368473 -1.819314 3.790848 -1.1285 -0.2161 0.0396 -0.738
C 0.814196 -2.927847 3.350543 0.7737 -0.3002 -1.2823 0.370
P -1.027040 -3.324369 3.550823 -1.1343 -0.6899 0.9871 0.000
O -1.333106 -4.810042 2.800170 1.5342 2.1471 -0.3855 -0.421
I -2.250589 -1.694225 2.141846 0.7143 -0.3669 0.1261 0.104
N 1.817477 -3.731076 2.705900 0.2991 4.4255 1.9152 0.556
O 1.687283 -4.941432 2.133658 0.1330 -0.7927 0.5368 -0.568
B 1.814928 -6.004313 3.100883 -0.3289 -1.4318 1.4627 0.842
O 1.786070 -7.350152 2.748497 0.3474 2.2538 -1.0179 -0.524
O 1.927887 -5.696449 4.451187 0.6220 -0.2327 -1.5935 -0.484
H 5.680376 -5.501850 4.446363 -0.0319 -0.2449 -0.9402 0.236
H 6.949656 -5.338651 3.174593 -1.0287 0.0356 0.3237 0.370
H 5.337126 -5.887776 2.646899 0.1732 0.4708 0.7947 0.256
H 5.330397 -3.151091 4.162775 -0.0784 -0.4862 -0.7229 0.423
H 6.367931 -3.228208 2.693440 -0.9660 -0.1773 0.5347 0.335
H 4.049562 -4.490221 1.697023 -0.0517 0.9302 0.2969 0.410
H 3.769107 -1.866064 0.802659 1.0993 -0.3516 -0.2867 0.326
H 5.385204 -1.661903 1.607558 -0.4792 -0.7033 -0.6979 0.406
H 5.201429 -2.865634 0.209908 -0.2262 0.4375 0.7626 0.449
H 3.362531 -1.087938 3.646272 -0.6735 -0.1258 0.1644 0.242
H -1.084039 -4.665059 1.863851 -0.4329 -0.6790 0.2264 0.319
H 1.876588 -7.434566 1.781096 -0.1736 -0.4055 0.4247 0.309
H 2.389227 -6.452254 4.861367 -0.5483 0.3567 0.1803 0.318
C -7.623661 -0.786796 -0.403219 -0.0098 -0.0191 -0.0021 -1.270
C -6.570715 -0.700116 -1.503812 -0.4145 0.0685 0.0871 0.017
C -5.166875 -1.068237 -1.016832 -0.0531 0.4370 0.1619 -0.304
C -4.742816 -0.138115 0.060206 0.0340 -0.5695 -0.5432 0.124
N -4.414771 0.583258 0.892095 0.1011 0.0013 0.0738 -0.533
H -7.419030 -0.082070 0.405902 0.0347 -0.0518 -0.0088 0.346
H -8.609857 -0.544369 -0.802051 0.0354 -0.0496 0.0230 0.361
H -7.666988 -1.793594 0.020705 -0.0310 0.0508 0.0131 0.313
H -6.565115 0.313320 -1.911024 0.1546 -0.1030 -0.0697 -0.109
H -6.851687 -1.371558 -2.318025 0.1707 0.0338 -0.0163 0.354
H -4.454873 -1.003800 -1.841633 0.0265 0.1139 0.0948 0.324
H -5.150149 -2.091005 -0.632344 0.0175 0.0773 0.1157 0.389
C -6.620797 4.028582 -3.191225 -0.0209 -0.0324 0.0655 -1.269
C -5.181338 4.335688 -2.790284 -0.4151 0.0737 0.0279 -0.294
C -4.152372 3.664712 -3.704867 -0.3517 -0.6348 0.2344 -0.307
C -4.316680 2.189712 -3.647970 0.2358 0.7219 -0.2776 0.224
N -4.448114 1.050858 -3.604027 -0.0095 -0.1958 0.1363 -0.469
H -6.840928 2.960951 -3.117320 0.0263 0.0210 -0.0625 0.255
H -7.317563 4.549236 -2.532179 0.0197 0.0039 -0.0632 0.375
H -6.818807 4.349854 -4.216771 -0.0116 -0.0275 0.0442 0.332
H -5.023928 4.012491 -1.756375 0.1038 0.0110 -0.0467 0.215
H -5.027400 5.414359 -2.816022 0.1187 -0.0987 -0.0476 0.394
H -3.144318 3.920601 -3.390676 -0.0284 -0.1619 -0.1627 0.175
H -4.279859 3.999465 -4.736295 0.0233 -0.0926 0.0169 0.354
C 5.650709 2.217662 -2.347189 0.0170 0.0165 -0.0078 -1.143
C 4.727026 1.065529 -2.727517 0.1207 0.3208 -0.1509 -0.584
C 4.497426 0.081086 -1.576694 0.5289 -0.1424 -0.1416 -0.344
C 5.788263 -0.522019 -1.154785 -0.7462 0.2957 -0.1522 0.364
N 6.789147 -0.982123 -0.836219 0.1288 -0.0490 0.0371 -0.501
H 6.649355 1.862638 -2.084629 -0.0562 -0.0128 0.0314 0.361
H 5.761946 2.906814 -3.185284 -0.0307 -0.0097 0.0617 0.338
H 5.250430 2.777559 -1.497861 0.0382 0.0009 -0.0358 0.287
H 5.151600 0.537909 -3.585195 -0.0993 -0.0717 0.0712 0.307
H 3.763522 1.471151 -3.044971 -0.0202 -0.1389 0.0476 0.330
H 3.821100 -0.715916 -1.892541 0.0746 -0.0450 0.0879 0.357
H 4.046161 0.589746 -0.721507 0.0819 -0.0288 0.0175 0.310
C 0.475792 5.997597 -0.726401 0.0370 0.0393 0.0167 -1.121
C -0.769107 5.957642 0.153477 0.3201 0.1175 -0.0076 -0.516
C -1.887843 5.093539 -0.435637 -0.0478 0.4363 -0.3275 -0.361
C -2.308505 5.632389 -1.753851 0.1422 -0.2801 0.6996 0.312
N -2.633497 6.050550 -2.771381 0.2277 0.2526 0.0386 -0.519
H 0.265773 6.444707 -1.700119 -0.0275 -0.0637 0.0218 0.353
H 1.254616 6.599139 -0.254919 -0.0150 -0.0573 -0.0183 0.334
H 0.874058 4.992164 -0.888291 -0.0019 0.0418 -0.0171 0.273
H -1.130799 6.977912 0.303459 -0.0801 -0.0968 0.0308 0.306
H -0.498240 5.565273 1.136586 -0.1444 -0.0222 -0.0198 0.333
H -2.749721 5.085096 0.234030 -0.0441 -0.0469 -0.1332 0.313
H -1.549612 4.062877 -0.564641 -0.0629 0.0276 -0.0755 0.303
```
Forces are in eV/Å.

Properties
**Total charge**: +1
**Kohn-Sham gap**: 0.3181 Ha
**LUMO level**: -3.383 eV

---

What is the formula in the second record? C22H41BEuN6O3SSi

---

The lowest total charge belongs to which entry? C22H41BEuN6O3SSi

---

Among the records above, which one has the lowest total charge? C22H41BEuN6O3SSi

---

total charge of number 1 (C22H40N2ReSSi4)? +2